1.
A molecular structure, C18H20N4OS at a distorted geometry, computed with ωB97M-V/def2-TZVPD.

Atoms and positions in Å:
C (0.990, 3.944, 0.926)
C (-0.066, 3.002, 0.701)
C (-0.385, 2.209, 1.692)
C (-1.571, 1.233, 1.573)
C (-2.368, 1.116, 0.295)
C (-2.132, 2.076, -0.532)
C (-1.085, 2.886, -0.285)
H (-0.774, 3.716, -1.376)
H (-2.737, 2.202, -1.572)
S (-3.758, 0.154, 0.271)
C (-2.984, -1.007, -0.534)
C (-1.966, -1.624, 0.226)
C (-0.481, -1.649, 0.252)
C (-0.047, -2.029, 1.573)
N (-1.062, -2.737, 2.043)
N (-2.203, -2.506, 1.548)
H (-2.995, -2.982, 1.771)
O (1.163, -2.113, 2.097)
C (2.038, -0.923, 1.447)
C (1.582, -0.298, 0.497)
C (2.339, 0.753, -0.071)
N (2.905, 1.770, -0.107)
C (0.463, -0.655, -0.470)
H (-0.046, 0.163, -0.821)
C (0.986, -1.545, -1.884)
C (-0.073, -2.207, -2.521)
H (-0.649, -1.584, -3.005)
H (0.268, -2.732, -3.312)
H (-0.963, -2.818, -1.809)
C (2.050, -1.045, -2.449)
H (1.587, -0.012, -3.028)
H (2.852, -0.718, -2.072)
H (2.385, -1.632, -3.290)
H (1.446, -2.702, -1.178)
N (2.950, -0.784, 2.328)
H (3.772, 0.038, 1.979)
H (3.239, -1.386, 2.863)
H (-2.524, -0.814, -1.225)
H (-3.721, -1.900, -0.723)
H (-1.998, 0.716, 2.496)
H (0.134, 2.018, 2.779)
H (1.691, 3.557, 0.649)
H (1.046, 4.116, 1.917)
H (0.701, 4.735, 0.341)

Computed properties:
highest occupied orbital energy: -0.2865 hartree
molar mass: 340.452 g/mol
frontier orbital gap: 8.2 eV
energy above the lowest of the compared OMol25 structures with the same formula, charge and spin: 20.412 eV

These are the Mulliken partial charges, in e, on atoms 1 to 8: -1.9538 0.7349 -0.3152 -0.4328 -0.0235 0.3143 -0.2306 0.0272

2.
2 unconnected molecules or ions with the total composition C18H20O5S4 at a distorted geometry, computed with ωB97M-V/def2-TZVPD.

Atoms and positions in Å:
C (-0.061, 3.181, -0.876)
O (0.401, 1.816, -1.136)
C (0.220, 0.784, -0.271)
S (-1.526, 0.453, 0.173)
C (-2.777, 1.184, 1.291)
C (-2.755, 0.820, 2.638)
C (-3.931, 0.955, 3.389)
C (-5.098, 1.448, 2.786)
C (-5.095, 1.829, 1.438)
C (-3.912, 1.749, 0.692)
O (-2.172, 0.929, -1.075)
O (-1.521, -0.956, 0.560)
S (1.226, 0.886, 1.272)
C (2.935, 0.343, 0.977)
C (3.519, -0.513, 1.914)
C (4.827, -0.958, 1.736)
C (5.568, -0.539, 0.621)
C (4.984, 0.335, -0.304)
C (3.672, 0.786, -0.124)
O (1.339, 2.300, 1.610)
O (0.712, -0.052, 2.242)
H (-0.179, 3.622, -1.871)
H (-1.002, 3.200, -0.338)
H (0.721, 3.687, -0.338)
H (-1.825, 0.451, 3.063)
H (-3.931, 0.667, 4.441)
H (-6.010, 1.553, 3.372)
H (-5.997, 2.194, 0.944)
H (-3.888, 2.083, -0.333)
H (2.936, -0.839, 2.775)
H (5.271, -1.628, 2.476)
H (6.594, -0.878, 0.484)
H (5.557, 0.681, -1.167)
H (3.209, 1.464, -0.842)
C (0.127, -3.387, -3.057)
C (-1.274, -2.847, -3.157)
S (-1.639, -1.314, -2.288)
C (-0.149, -0.557, -1.946)
S (1.180, -1.408, -1.335)
C (0.712, -3.139, -1.672)
H (0.071, -4.467, -3.181)
H (0.778, -3.005, -3.850)
H (-1.579, -2.675, -4.200)
H (-1.979, -3.546, -2.688)
H (0.023, 0.402, -2.430)
H (0.034, -3.439, -0.857)
H (1.682, -3.657, -1.559)

Computed properties:
highest occupied orbital energy: -0.2907 hartree
molar mass: 444.621 g/mol
frontier orbital gap: 7.3 eV

These are the Mulliken partial charges, in e, on atoms 1 to 8: -0.6679 -0.2778 -0.6412 1.2748 0.2142 -0.3314 -0.6868 -0.3510

3.
A molecular structure, C18H21BrDyN2O2S at a distorted geometry, computed with ωB97M-V/def2-TZVPD.

Atoms and positions in Å:
Dy (-0.035, 1.414, 1.173)
O (-6.268, 1.995, -0.421)
C (-4.957, 2.090, -0.163)
C (-4.125, 3.048, -0.780)
C (-2.812, 3.108, -0.442)
N (-2.249, 2.330, 0.517)
C (-3.117, 1.495, 1.094)
Br (-2.427, 0.528, 2.580)
C (-4.458, 1.301, 0.858)
H (-6.513, 2.604, -1.106)
H (-4.537, 3.681, -1.614)
H (-2.113, 3.758, -0.995)
H (-5.066, 0.659, 1.498)
S (2.765, 2.719, 4.817)
C (1.833, 2.576, 3.555)
N (1.153, 2.483, 2.543)
C (2.240, -1.192, 2.642)
C (3.250, -1.199, 1.457)
C (4.049, 0.119, 1.364)
C (2.612, -1.628, 0.124)
C (3.058, -2.799, -0.436)
C (2.484, -3.425, -1.518)
C (1.406, -2.785, -2.070)
C (0.863, -1.587, -1.602)
C (-0.409, -1.051, -2.338)
C (-1.694, -1.296, -1.486)
C (-0.341, 0.477, -2.698)
C (1.494, -1.021, -0.450)
O (0.825, 0.021, 0.152)
H (2.848, -1.275, 3.514)
H (1.588, -2.072, 2.527)
H (1.709, -0.247, 2.647)
H (3.921, -2.012, 1.636)
H (3.369, 0.979, 1.374)
H (4.621, 0.298, 0.451)
H (4.739, 0.221, 2.179)
H (3.910, -3.253, 0.014)
H (2.830, -4.356, -1.974)
H (0.921, -3.353, -2.890)
H (-0.502, -1.644, -3.275)
H (-1.606, -0.942, -0.446)
H (-1.777, -2.379, -1.460)
H (-2.562, -1.077, -2.084)
H (-0.360, 1.136, -1.851)
H (-1.154, 0.788, -3.367)
H (0.596, 0.763, -3.248)

Computed properties:
total charge: +1
highest occupied orbital energy (spin up / spin down): -0.4034 / -0.4039 hartree
molar mass: 571.849 g/mol
frontier orbital gap (spin up / spin down): 7.3 / 7.3 eV
multiplicity: 6

These are the Mulliken partial charges, in e, on atoms 1 to 8: 0.9901 -0.4614 0.8927 -0.4842 -0.5788 -0.3174 0.7774 -0.1312

4.
A molecular structure, C18H21Cl3N2O8S6Sc at a distorted geometry, computed with ωB97M-V/def2-TZVPD.

Atoms and positions in Å:
Sc (-0.340, 1.360, -0.198)
C (-1.591, 0.529, -3.290)
O (-1.197, -0.152, -2.094)
C (-0.186, -1.119, -2.434)
C (0.314, -1.785, -1.186)
O (0.806, -0.783, -0.317)
C (1.479, -1.315, 0.819)
H (-0.940, 1.390, -3.443)
H (-3.016, 1.755, -2.474)
H (-1.518, -0.157, -4.117)
H (0.639, -0.623, -2.939)
H (-0.625, -1.874, -3.094)
H (1.123, -2.470, -1.458)
H (-0.475, -2.358, -0.685)
H (2.338, -1.903, 0.488)
H (0.803, -1.935, 1.414)
H (1.831, -0.476, 1.414)
O (2.047, 3.986, -0.073)
S (2.106, 3.088, 1.037)
O (2.455, 3.584, 2.336)
O (0.833, 2.263, 1.152)
C (3.316, 1.811, 0.644)
C (4.149, 1.445, 1.695)
C (5.099, 0.445, 1.549)
C (5.220, -0.207, 0.333)
C (4.390, 0.148, -0.719)
C (3.436, 1.151, -0.585)
S (2.501, 1.474, -2.093)
O (2.992, 2.682, -2.676)
O (2.636, 0.264, -2.872)
O (1.073, 1.624, -1.642)
H (4.036, 1.969, 2.634)
H (5.739, 0.186, 2.382)
H (5.954, -0.990, 0.193)
H (4.469, -0.361, -1.670)
S (-2.600, 2.584, 3.115)
S (-4.110, 2.323, 1.778)
S (-3.354, 1.597, -0.016)
S (-2.061, 3.034, -0.783)
C (-2.374, -2.730, 4.629)
C (-1.922, -1.789, 3.551)
C (-2.350, -1.941, 2.232)
C (-1.922, -1.052, 1.268)
N (-1.099, -0.035, 1.540)
C (-0.712, 0.140, 2.808)
C (-1.080, -0.728, 3.829)
H (-3.386, -3.087, 4.438)
H (-2.358, -2.244, 5.603)
H (-1.717, -3.602, 4.678)
H (-3.035, -2.734, 1.957)
H (-2.270, -1.127, 0.245)
H (-0.083, 1.000, 2.993)
H (-0.749, -0.532, 4.840)
Cl (-2.957, -1.575, -5.333)
C (-4.272, -0.473, -4.657)
Cl (-5.059, 0.222, -6.097)
Cl (-5.386, -1.557, -3.790)
C (-4.082, 0.670, -3.708)
N (-2.958, 0.993, -3.152)

Computed properties:
total charge: -1
highest occupied orbital energy: -0.1303 hartree
molar mass: 737.089 g/mol
frontier orbital gap: 5.4 eV
energy above the lowest of the compared OMol25 structures with the same formula, charge and spin: 1.466 eV

These are the Mulliken partial charges, in e, on atoms 1 to 8: 0.1831 -0.7869 0.3051 -0.7525 -0.9530 1.2125 -1.3012 0.1695

Q: The highest molar mass belongs to which entry?
A: C18H21Cl3N2O8S6Sc

Q: Which value of molar mass does entry 1 give?
A: 340.452 g/mol